Entry 1:
{
  "formula": "C4H8O2",
  "method": "ωB97M-V/def2-TZVPD",
  "symbols": ["O", "H", "C", "H", "C", "H", "H", "O", "H", "H", "H", "H", "C", "C"],
  "xyz": [[-1.584, -1.312, -0.861], [-0.174, 1.611, 1.424], [1.097, -0.577, -0.698], [-1.238, -1.669, -0.029], [0.674, 0.929, 1.370], [-1.989, 0.581, -0.107], [2.156, -0.333, -0.804], [0.637, -0.668, 0.651], [0.797, 0.434, 2.341], [1.581, 1.450, 1.076], [0.784, -1.480, -1.220], [-1.535, 0.482, -1.811], [0.106, 0.477, -0.517], [-1.312, 0.076, -0.815]],
  "atomic_forces_ev_per_a": [[0.026, -0.128, 0.213], [0.101, -0.110, -0.078], [0.104, -0.046, -0.121], [-0.106, -0.036, -0.169], [0.094, 0.168, 0.382], [0.092, -0.086, -0.101], [-0.150, -0.002, 0.016], [0.053, 0.017, 0.167], [-0.023, 0.058, -0.180], [-0.137, -0.096, 0.010], [0.040, 0.126, 0.017], [0.042, -0.019, 0.117], [-0.172, -0.177, -0.251], [0.037, 0.332, -0.021]],
  "total_charge": 0,
  "gap_ev": 9.0,
  "relative_energy_kj_mol": 647.8,
  "e_homo_ev": -8.151
}

Entry 2:
{
  "formula": "C19H24O4",
  "method": "ωB97M-V/def2-TZVPD",
  "symbols": ["H", "C", "C", "H", "H", "H", "C", "C", "C", "H", "C", "C", "C", "H", "O", "O", "H", "H", "H", "C", "H", "C", "O", "C", "H", "H", "C", "H", "C", "H", "H", "H", "H", "C", "H", "C", "O", "H", "H", "H", "C", "C", "H", "C", "C", "H", "H"],
  "xyz": [[1.427, 0.319, 5.428], [-1.788, 3.191, -1.633], [-0.806, 3.724, -0.722], [-2.496, 3.928, -2.198], [2.153, -0.557, -3.772], [2.102, -2.529, -4.909], [0.068, -2.566, -2.138], [-1.802, 1.797, -1.818], [0.746, 0.496, 4.591], [-1.201, -1.074, -0.222], [-0.213, 1.594, 0.099], [0.163, -0.387, -3.398], [-0.922, -1.236, 5.204], [-0.765, -0.454, -3.939], [0.745, 3.704, 1.053], [1.598, 0.979, 3.460], [-0.059, 1.268, 4.869], [1.623, -3.961, -2.949], [1.445, 3.679, 2.989], [0.926, 1.582, 2.376], [-0.212, -1.456, 5.980], [1.012, 2.998, 2.217], [0.920, -0.281, 0.995], [-1.111, -0.514, -1.153], [-0.804, -2.732, -2.754], [0.072, -3.296, -1.260], [0.581, 0.889, 1.167], [0.947, -0.719, -1.281], [-0.036, -0.715, 4.064], [-0.854, 4.861, -0.629], [-0.698, -0.527, 3.175], [-2.416, -0.857, 6.434], [-2.500, 1.469, -2.569], [-0.097, 3.004, 0.137], [0.306, -2.683, -4.781], [0.125, -1.096, -1.883], [-1.885, -0.321, 5.845], [-2.037, -0.786, -1.665], [2.224, -2.492, -2.315], [-1.495, -2.071, 4.810], [1.272, -0.813, -4.222], [-1.019, 0.994, -0.945], [0.347, 0.654, -3.277], [1.370, -2.922, -2.787], [1.202, -2.295, -4.280], [0.703, -1.407, 3.821], [1.140, -0.385, -5.217]],
  "atomic_forces_ev_per_a": [[-0.181, -0.183, -0.326], [1.024, 0.621, 0.251], [-3.555, 4.036, -2.336], [1.573, -1.621, 1.046], [2.582, 0.954, 0.817], [-0.752, -0.724, 0.354], [1.018, -1.683, 2.419], [0.419, 1.822, 1.428], [-1.765, 1.518, -2.212], [0.206, 0.316, 0.397], [0.130, 0.620, -0.165], [-0.483, 0.806, 3.383], [-0.344, 0.255, 0.254], [-0.732, -0.472, 0.100], [-1.409, -2.108, 0.646], [-1.416, 0.793, -0.055], [1.569, -0.637, -0.243], [-0.469, -0.497, 0.341], [-0.369, -0.831, -0.733], [1.191, 4.321, 0.733], [0.138, -0.997, 0.549], [0.568, -1.748, 0.331], [-0.171, 0.364, 0.252], [0.229, -0.508, 0.326], [-0.133, -0.550, -0.254], [-0.865, 1.453, -0.333], [-0.453, -2.810, -1.429], [0.529, -0.463, -0.268], [-2.136, 2.039, 1.210], [0.506, -1.655, -0.008], [0.983, 0.312, 0.695], [-0.044, -0.146, 0.062], [0.104, -0.910, 0.021], [1.242, -1.444, 1.138], [0.153, 0.059, 0.251], [-1.587, 2.496, -1.981], [1.034, 0.162, -1.415], [0.035, 0.347, -0.382], [0.505, 0.592, 0.517], [0.204, -0.463, 0.331], [-2.172, -1.618, -1.639], [-0.101, -0.204, 0.361], [-0.431, 1.213, 0.661], [-0.732, 0.404, -4.458], [3.030, -1.639, 0.025], [0.853, -1.753, -0.559], [0.475, 0.159, -0.102]],
  "total_charge": 0,
  "gap_ev": 8.9,
  "relative_energy_kj_mol": 445.7,
  "smiles": "O=c1c(OCCCO)coc2cccc(CC3CCCCC3)c12",
  "e_homo_ev": -8.799
}

Entry 3:
{
  "formula": "H29O15",
  "method": "ωB97M-V/def2-TZVPD",
  "symbols": ["O", "O", "O", "H", "H", "H", "H", "H", "H", "O", "H", "O", "O", "H", "O", "H", "O", "H", "O", "O", "H", "H", "H", "H", "H", "H", "H", "H", "H", "H", "O", "H", "O", "H", "O", "H", "H", "H", "H", "H", "O", "H", "H", "O"],
  "xyz": [[-4.050, 0.256, -0.324], [3.661, -1.204, 0.448], [3.155, 4.094, 0.212], [3.561, -1.718, -2.714], [0.881, 1.672, -0.194], [0.083, -1.531, -0.405], [-3.091, -2.143, -0.259], [-1.502, -3.238, 1.767], [3.038, -2.017, 0.595], [-4.907, -1.354, 1.715], [-4.434, -2.524, -0.847], [-3.864, -2.579, -0.242], [-0.208, 0.330, 2.978], [2.267, -2.329, 2.595], [-1.592, 1.015, -3.007], [2.239, -0.983, -2.848], [2.587, -1.872, -2.846], [2.313, 1.385, 0.350], [2.116, -2.901, 1.729], [1.638, 1.748, -0.503], [-4.698, -1.932, 1.089], [3.204, 1.884, 2.046], [-0.300, 1.348, 2.693], [-0.057, -0.198, 0.347], [-0.668, 0.999, -3.137], [-4.628, 0.262, -1.112], [1.153, -0.173, -2.664], [4.007, 4.161, 0.420], [-0.471, -2.111, 1.854], [1.574, 1.182, -1.858], [-0.959, -2.755, 2.367], [-2.135, 1.464, -3.643], [1.315, 0.799, -2.867], [2.811, 3.255, 0.025], [-1.749, 4.162, -1.346], [-1.222, 4.822, -0.868], [-3.398, 0.798, -0.657], [3.326, -0.290, 0.816], [3.055, -3.207, 1.700], [-3.978, -1.106, 2.163], [-0.384, -1.124, 0.359], [-1.359, 3.947, -2.146], [0.771, 0.373, 3.371], [2.949, 1.129, 1.517]],
  "atomic_forces_ev_per_a": [[-2.535, -1.282, -0.307], [-0.941, -0.592, 0.037], [-4.843, 2.867, -0.785], [-1.482, -0.262, 0.067], [-11.126, -0.730, 4.432], [-0.303, 0.273, 0.761], [3.693, 2.895, -0.910], [-0.446, -0.376, -0.714], [1.096, 3.485, -0.419], [1.107, 4.912, 6.955], [-6.228, 1.367, -7.955], [2.956, -4.885, 8.083], [2.835, 3.814, 0.441], [-1.100, -1.328, -2.646], [-2.439, -0.666, 1.516], [0.612, 0.340, -0.215], [1.621, -0.526, 0.008], [0.021, 0.481, 0.704], [1.775, 0.700, 3.346], [11.388, 0.533, -4.204], [1.662, -3.764, -4.134], [0.092, 0.117, -0.192], [0.237, -3.422, 0.907], [-0.246, -0.887, 0.305], [2.052, 0.468, -0.820], [-0.093, -0.321, 0.735], [-0.476, 2.233, -0.282], [5.094, -0.429, 1.143], [0.018, 0.304, -0.432], [-0.587, -0.479, -1.705], [0.143, -0.221, 1.564], [0.515, 0.284, -0.628], [0.030, -1.358, 2.128], [-0.323, -2.280, -0.414], [-1.486, 0.917, 2.835], [-0.017, -0.477, -0.606], [2.918, 2.018, -0.785], [0.489, -2.124, -0.094], [-0.943, -0.280, -0.195], [-3.266, -0.879, -1.671], [0.705, 0.646, -1.434], [1.535, -0.518, -2.177], [-2.984, -0.256, -1.481], [-0.728, -0.312, -0.764]],
  "total_charge": -1,
  "gap_ev": 8.9,
  "relative_energy_kj_mol": 494.0,
  "e_homo_ev": -6.400
}

Number 1: electronic energy -307.465684 hartree. Number 2: electronic energy -1039.219890 hartree. Number 3: electronic energy -1145.884337 hartree.